(1)
{"formula": "C4H7N3", "method": "ωB97M-V with the def2-TZVPD basis set", "species": ["N", "C", "C", "C", "N", "C", "N", "H", "H", "H", "H", "H", "H", "H"], "positions_angstrom": [[0.7944, 1.4404, -1.7939], [0.3833, 0.4513, -0.9034], [-0.2346, 0.8444, 0.2327], [-0.4306, -0.3428, 1.0387], [-0.9694, -0.4769, 2.3404], [0.1047, -1.3853, 0.3088], [0.6449, -0.8953, -0.8738], [0.2664, 1.6681, -2.6123], [1.7287, 1.7940, -1.7108], [-0.2488, 1.9343, 0.0749], [-1.4321, -1.3708, 2.4835], [-1.6278, 0.2592, 2.5504], [0.1929, -2.4396, 0.5519], [0.7534, -1.4645, -1.6983]], "smiles": "Nc1c[nH]c(N)c1", "fmax_ev_per_a": 2.24, "mol_weight_g_mol": 97.121, "total_charge": 0, "de_lowest_ev": 0.9920, "total_energy_ha": -320.84684, "gap_ev": 8.471, "lumo_ev": 1.05}

***

(2)
{"formula": "C4H29N3O10", "method": "ωB97M-V with the def2-TZVPD basis set", "species": ["O", "C", "N", "C", "C", "N", "C", "N", "H", "H", "H", "H", "H", "H", "H", "H", "H", "H", "H", "H", "H", "O", "H", "H", "O", "H", "H", "O", "H", "H", "O", "H", "H", "O", "H", "H", "O", "H", "H", "O", "H", "H", "O", "H", "H", "O"], "positions_angstrom": [[2.3115, -0.3606, -2.4807], [1.8950, -1.0231, -1.5366], [1.4242, -2.2850, -1.7521], [0.4056, -2.8912, -0.8988], [2.0558, -0.4063, -0.1213], [2.2379, 1.0397, 0.0280], [1.2065, 2.0808, -0.1718], [0.1685, 1.8794, -1.1991], [1.4192, -2.5191, -2.7377], [0.5728, -2.7316, 0.1537], [0.2054, -3.8918, -1.1712], [-0.5512, -2.3299, -0.9429], [2.8366, -0.9577, 0.4232], [1.1750, -0.7711, 0.5029], [3.0153, 1.3434, -0.6233], [0.7736, 2.3458, 0.8042], [1.8512, 2.9204, -0.5265], [0.5257, 1.9543, -2.1435], [-0.0966, 0.9120, -1.1150], [1.9428, 0.9169, 2.5398], [0.4322, 1.1364, 2.8270], [1.2389, 0.7488, 3.1777], [-0.4348, -1.0461, 3.4560], [-0.9094, 0.3181, 3.9466], [-1.1112, -0.3744, 3.3108], [-1.3516, -2.3371, 1.4098], [-2.1982, -1.1766, 1.9735], [-2.1368, -1.8029, 1.2182], [-4.4466, -1.8051, 0.7926], [-3.9766, -0.2943, 0.4230], [-4.6035, -1.0001, 0.2995], [3.6971, 0.0884, 1.4957], [3.9210, 1.5917, 1.2922], [4.0666, 0.8706, 1.9000], [-0.2225, 0.1778, -3.3522], [1.1249, -0.0757, -3.9327], [0.2096, 0.1348, -4.2242], [-3.1811, 1.8684, -1.0992], [-2.1501, 1.4100, -0.2052], [-2.9382, 1.0500, -0.6488], [-1.0902, 3.1593, 1.1310], [-1.6348, 2.8201, 2.5351], [-1.5820, 2.4938, 1.6319], [-2.1080, -1.7177, -2.5704], [-2.2974, -0.5516, -1.5770], [-1.6921, -0.9118, -2.2424]], "smiles": "CNC(=O)CNCN.O.O.O.O.O.O.O.O.O", "fmax_ev_per_a": 2.91, "mol_weight_g_mol": 279.287, "total_charge": 0, "de_lowest_ev": 2.9519, "total_energy_ha": -1086.43547, "gap_ev": 9.666, "lumo_ev": -0.08}

***

(3)
{"formula": "C10H17NP", "method": "ωB97M-V with the def2-TZVPD basis set", "species": ["C", "C", "C", "C", "C", "C", "C", "C", "C", "C", "N", "P", "H", "H", "H", "H", "H", "H", "H", "H", "H", "H", "H", "H", "H", "H", "H", "H", "H"], "positions_angstrom": [[1.9323, 1.0805, 0.3475], [3.1135, 1.4942, -0.1035], [2.7402, -1.2395, 0.4821], [1.6572, -0.3463, 0.4937], [0.4267, -0.8843, 0.6253], [4.1932, 0.5394, -0.5080], [4.1057, -0.7815, 0.2587], [-3.6911, 1.5067, 0.4186], [-3.5560, -1.4077, 0.5902], [-2.4572, 0.0068, -1.7508], [-1.3113, 0.4264, 0.8868], [-2.6164, 0.0763, 0.0728], [1.1284, 1.7474, 0.6140], [3.3162, 2.5461, -0.2345], [2.5672, -2.2839, 0.7061], [0.0765, -1.8887, 0.7206], [4.0842, 0.3376, -1.5803], [5.1758, 0.9889, -0.3685], [4.5387, -0.6459, 1.2657], [4.7116, -1.5646, -0.2078], [-4.7041, 1.3087, 0.0760], [-3.2837, 2.3779, -0.0905], [-3.6829, 1.6931, 1.4904], [-3.7767, -1.3021, 1.6528], [-2.9455, -2.2970, 0.4392], [-4.4798, -1.4986, 0.0231], [-1.8319, 0.8433, -2.0569], [-3.4418, 0.0912, -2.2052], [-1.9890, -0.9243, -2.0579]], "fmax_ev_per_a": 5.25, "mol_weight_g_mol": 182.227, "total_charge": 1, "de_lowest_ev": 4.1940, "total_energy_ha": -786.91705, "gap_ev": [6.452, 6.448], "lumo_ev": [-5.77, -5.77]}

***

(4)
{"formula": "C10H21N3", "method": "ωB97M-V with the def2-TZVPD basis set", "species": ["C", "C", "C", "C", "C", "C", "C", "C", "C", "C", "N", "N", "N", "H", "H", "H", "H", "H", "H", "H", "H", "H", "H", "H", "H", "H", "H", "H", "H", "H", "H", "H", "H", "H"], "positions_angstrom": [[-1.7065, 0.0903, 0.5084], [-3.8349, 1.1837, 0.3672], [1.8163, -1.6515, -0.1862], [1.8134, -0.2301, 0.3588], [-0.8029, -0.9581, -0.1010], [-1.2144, -1.5006, -1.4144], [-1.0780, -2.0322, 1.0972], [1.6320, 2.1893, -0.3277], [3.8503, 1.1607, 0.2669], [2.5242, 0.9147, -0.3526], [0.7221, -0.7801, -0.3524], [-5.0216, 1.3056, -0.1586], [-2.8945, 0.3723, -0.0870], [-1.1628, 0.8279, 1.1886], [-3.7052, 1.6646, 1.2800], [2.4579, -1.9417, -1.0709], [1.7763, -2.5997, 0.5666], [1.5066, -0.2002, 1.4041], [-2.1692, -2.0782, -1.4209], [-0.6704, -2.3897, -1.8657], [-1.1859, -0.6329, -2.1794], [-1.2151, -1.4883, 1.9789], [-0.0899, -2.5505, 0.9773], [-1.9021, -2.6094, 0.8798], [1.0353, 2.3236, 0.5668], [0.7131, 2.0361, -0.9709], [2.1064, 3.0114, -0.7361], [3.8501, 1.8708, 1.1057], [4.4381, 1.6330, -0.4453], [4.2948, 0.2134, 0.5641], [2.6501, 0.7835, -1.5186], [-5.7522, 1.9266, 0.2427], [-5.2361, 0.8272, -1.0367], [-3.1274, -0.2559, -0.8748]], "smiles": "CC(C)[C@@H]1CN1C(C)(C)/C=[NH+]/C=[NH2+]", "fmax_ev_per_a": 4.23, "mol_weight_g_mol": 183.299, "total_charge": 2, "de_lowest_ev": 3.4622, "total_energy_ha": -557.07694, "gap_ev": [8.066, 5.170], "lumo_ev": [-8.87, -10.25]}

***

(5)
{"formula": "C27H34ClN4O7STl", "method": "ωB97M-V with the def2-TZVPD basis set", "species": ["Tl", "O", "C", "C", "C", "N", "C", "C", "C", "O", "O", "C", "O", "O", "H", "H", "H", "O", "C", "C", "C", "C", "C", "C", "N", "H", "H", "H", "H", "H", "H", "H", "H", "H", "H", "H", "C", "N", "C", "C", "N", "C", "S", "H", "H", "H", "H", "H", "H", "H", "H", "Cl", "C", "C", "C", "C", "C", "C", "C", "H", "H", "H", "H", "H", "H", "C", "O", "C", "C", "H", "H", "H", "H", "H", "H"], "positions_angstrom": [[-0.3784, 0.2040, 0.6797], [2.0281, 1.3688, -5.3671], [1.4371, 1.4464, -4.1361], [0.0712, 1.2806, -3.9771], [-0.4659, 1.3534, -2.7039], [0.3010, 1.5658, -1.6263], [1.6124, 1.7725, -1.7943], [2.2249, 1.7226, -3.0358], [2.4376, 2.1416, -0.5463], [3.5668, 2.6154, -0.7681], [1.8641, 1.9451, 0.5570], [-1.9973, 1.2178, -2.5394], [-2.6444, 1.1989, -3.6056], [-2.4318, 1.1692, -1.3596], [1.3409, 1.1589, -6.0046], [-0.5949, 1.1034, -4.8141], [3.2884, 1.9059, -3.1093], [-0.8672, -1.8790, -1.1145], [-1.6236, -2.7684, -0.8112], [-1.4377, -4.1954, -1.2610], [-2.6346, -4.5091, -2.1963], [-3.1754, -3.2781, -2.9737], [-4.2435, -2.4371, -2.2390], [-3.7085, -1.6285, -1.0483], [-2.8487, -2.4979, -0.2246], [-1.3934, -4.8834, -0.4116], [-0.4893, -4.2547, -1.7920], [-3.4551, -4.9468, -1.6194], [-2.3206, -5.2710, -2.9126], [-3.6206, -3.6338, -3.9048], [-2.3407, -2.6255, -3.2530], [-5.0334, -3.1158, -1.8885], [-4.7054, -1.7478, -2.9521], [-4.5296, -1.2525, -0.4391], [-3.1171, -0.7703, -1.3693], [-3.3299, -3.3372, 0.0657], [-0.0209, 2.8532, 3.5586], [-0.8900, 3.2905, 2.4837], [-0.2885, 3.9963, 1.3470], [-1.3407, 3.8442, 0.2418], [-2.3824, 3.0214, 0.8663], [-2.0317, 2.6528, 2.1303], [-2.9542, 1.6578, 3.1199], [0.8245, 2.2930, 3.1465], [-0.5894, 2.2181, 4.2308], [0.3624, 3.7186, 4.1055], [0.6573, 3.5218, 1.0809], [-0.1046, 5.0410, 1.6101], [-0.9314, 3.3455, -0.6331], [-1.7621, 4.8040, -0.0604], [-2.7868, 2.2950, 0.2798], [3.5279, -5.5203, 3.9890], [3.2104, -4.3626, 2.6795], [1.9644, -4.2283, 2.1838], [1.6252, -3.0780, 1.3002], [2.8237, -2.4837, 0.5884], [2.6288, -1.6907, -0.4778], [4.1309, -2.7502, 1.1423], [4.3195, -3.6248, 2.1646], [1.1551, -4.8452, 2.5502], [0.8696, -3.3678, 0.5679], [1.6384, -1.5480, -0.8964], [3.4525, -1.1732, -0.9634], [4.9815, -2.2232, 0.7200], [5.3052, -3.7746, 2.5867], [2.5208, -0.5092, 3.0318], [1.5967, -1.5397, 3.3222], [0.8778, -2.0789, 2.2539], [-0.4142, -2.6158, 2.8155], [2.5848, 0.1204, 3.9248], [2.2015, 0.1010, 2.1845], [3.5125, -0.9066, 2.8109], [-0.2956, -3.3839, 3.6023], [-1.0241, -3.0381, 2.0089], [-0.9767, -1.7896, 3.2628]], "fmax_ev_per_a": 1.00, "mol_weight_g_mol": 798.493, "total_charge": -2, "de_lowest_ev": 0.5148, "total_energy_ha": -2825.87570, "gap_ev": [4.269, 4.266], "lumo_ev": [4.19, 4.19]}

***

(6)
{"formula": "C2H6N2O2", "method": "ωB97M-V with the def2-TZVPD basis set", "species": ["C", "C", "H", "H", "H", "H", "H", "H", "N", "N", "O", "O"], "positions_angstrom": [[1.5163, -0.7273, 0.3189], [-0.5886, 1.3030, -0.1137], [2.5441, -1.6105, 0.0571], [1.6036, 0.2513, 0.7336], [0.4005, -1.2386, 0.9948], [0.4061, 1.3097, 0.7494], [-0.6579, 1.9578, -1.0487], [-1.7321, 1.2415, 0.4178], [-0.4997, -0.2420, -0.6620], [-1.3751, -1.1248, -0.3406], [0.8545, -0.3979, -1.0527], [-2.4717, -0.7221, -0.0539]], "fmax_ev_per_a": 6.68, "mol_weight_g_mol": 90.082, "total_charge": 0, "de_lowest_ev": 9.8891, "total_energy_ha": -339.46924, "gap_ev": 9.689, "lumo_ev": 0.53}

***

(7)
{"formula": "C18H42AsN3NaS4Sb", "method": "ωB97M-V with the def2-TZVPD basis set", "species": ["Na", "C", "C", "N", "C", "C", "N", "C", "C", "N", "H", "H", "H", "H", "H", "H", "H", "H", "H", "H", "H", "H", "H", "H", "H", "S", "As", "S", "S", "S", "C", "C", "C", "C", "Sb", "C", "C", "C", "C", "C", "C", "C", "C", "H", "H", "H", "H", "H", "H", "H", "H", "H", "H", "H", "H", "H", "H", "H", "H", "H", "H", "H", "H", "H", "H", "H", "H", "H", "H", "H"], "positions_angstrom": [[7.8818, 12.4181, 11.7420], [9.5549, 15.8713, 11.1125], [10.5692, 15.2453, 12.0741], [11.0845, 13.9571, 11.7601], [11.4463, 13.7010, 10.3499], [10.6596, 12.5771, 9.5799], [9.2594, 12.8358, 9.6493], [8.8061, 13.9492, 8.9003], [7.8228, 14.6615, 9.7300], [8.3532, 15.0713, 11.0382], [9.9880, 15.9645, 10.1039], [9.4402, 16.8815, 11.5401], [10.1448, 15.2249, 13.1184], [11.4895, 15.8756, 12.0551], [10.4316, 13.2005, 11.9465], [12.5370, 13.4550, 10.2901], [11.4359, 14.6430, 9.7269], [10.8352, 11.5714, 9.9944], [11.0631, 12.5910, 8.5622], [8.7331, 11.9474, 9.3342], [8.3756, 13.6434, 7.9516], [9.6211, 14.6513, 8.6727], [6.9228, 13.9964, 9.8369], [7.3892, 15.4750, 9.1800], [7.6950, 15.3368, 11.7573], [7.2917, 10.1147, 9.6003], [7.4089, 9.7216, 11.8476], [9.3508, 10.4539, 12.7322], [5.9132, 11.0752, 12.7449], [6.9223, 7.7449, 12.3406], [11.5770, 6.6697, 8.1547], [10.6759, 7.8447, 8.6208], [9.3178, 7.1925, 8.9582], [11.2964, 8.5256, 9.8217], [10.4350, 9.5081, 7.1588], [12.2838, 9.3727, 5.8647], [12.3068, 10.6125, 4.9757], [13.4642, 9.5337, 6.8281], [12.5060, 8.0869, 5.1186], [9.0277, 8.5905, 5.8044], [7.5164, 8.7815, 6.3273], [9.1610, 9.3637, 4.5257], [9.1480, 7.0419, 5.4766], [11.5037, 5.8863, 8.9117], [12.5896, 6.9387, 7.8033], [11.1633, 6.1799, 7.3096], [9.3027, 6.7998, 9.9388], [9.1236, 6.3817, 8.2958], [8.5146, 7.9139, 8.9978], [11.5691, 7.8267, 10.5838], [10.6164, 9.1825, 10.3895], [12.2620, 8.9272, 9.4759], [12.2791, 11.4786, 5.6507], [11.5152, 10.9253, 4.2650], [13.2001, 10.7115, 4.3649], [13.3438, 10.3481, 7.6116], [14.4373, 9.6222, 6.3089], [13.5053, 8.6755, 7.5424], [11.7699, 7.8228, 4.2817], [12.4042, 7.2230, 5.7969], [13.5706, 8.0187, 4.7503], [7.3191, 9.8228, 6.2972], [7.3690, 8.4037, 7.3489], [6.7915, 8.4480, 5.6237], [8.8713, 10.4381, 4.6668], [8.4814, 8.9743, 3.7745], [10.1659, 9.3802, 4.1686], [8.9154, 6.5533, 6.4151], [10.1460, 6.7313, 5.1252], [8.4230, 6.7729, 4.6895]], "fmax_ev_per_a": 2.83, "mol_weight_g_mol": 648.495, "total_charge": -2, "de_lowest_ev": 1.6454, "total_energy_ha": -5106.40551, "gap_ev": 4.241, "lumo_ev": 3.51}